(1)
Molecular formula: C5H5Cl2N
Method: DFT, ωB97M-V with the def2-TZVPD basis set

Values from the calculation:
- Relative energy (zero: lowest compared OMol25 entry of this formula, charge and spin): 199.20 kJ/mol
- E_LUMO: -0.086 eV
- DFT total energy: -31799.0302 eV
- SMILES string: ClC1(Cl)CC=CC=N1
- Strongest force on any atom: 3.58 eV/Å

Cartesian coordinates (Å):
C 1.0489 0.1036 0.3239
C 0.1047 -0.5706 -0.3253
C 0.7778 1.3317 1.0826
C -1.4122 -0.3148 -0.0484
C -1.4766 0.7974 1.3474
N -0.3245 1.6276 1.6477
Cl -1.7705 -0.3322 2.8235
Cl -2.8231 1.8375 1.1069
H 2.0694 -0.2514 0.2247
H 0.3952 -1.3840 -1.0181
H 1.5608 2.0368 1.4286
H -1.7898 0.2720 -0.8361
H -1.8960 -1.3419 -0.0790



(2)
Molecular formula: C13H16O7
Method: DFT, ωB97M-V with the def2-TZVPD basis set

Values from the calculation:
- Relative energy (zero: lowest compared OMol25 entry of this formula, charge and spin): 94.71 kJ/mol
- E_LUMO: -0.533 eV
- DFT total energy: -28072.6367 eV
- SMILES string: CCCOC(=O)[C@]1(CC(C)=O)OC(=O)C(O)=C1C(C)=O
- Strongest force on any atom: 4.24 eV/Å

Cartesian coordinates (Å):
O 0.3261 -1.4492 -2.3972
O 1.0628 0.3359 2.9335
O 4.0049 -1.2464 0.8179
O 1.1428 2.9834 0.5691
O 0.0993 -2.7874 0.0681
O -0.7514 1.6617 0.4500
O 1.2924 0.3653 -1.3249
C 0.7055 -0.8371 -1.3936
C 1.0040 -0.6876 2.2729
C 3.8644 -0.3253 0.0073
C 0.6117 1.9030 0.4116
C 0.5790 -1.5063 -0.0789
C 0.9956 -0.5639 0.8237
C 1.0904 -2.0390 2.9642
C 4.4832 -0.5341 -1.3948
C -3.8547 3.7212 0.9221
C -1.5293 2.7881 0.8469
C 3.0165 0.8686 0.3630
C 1.5178 0.6392 0.0765
C -2.9822 2.4463 0.9172
H -0.2374 -3.1139 -0.7983
H 1.7593 -2.7307 2.4252
H 1.4892 -1.9146 3.9728
H 0.0969 -2.4726 2.9905
H 5.5323 -0.8820 -1.2377
H 3.9949 -1.3144 -1.9736
H 4.4625 0.3724 -1.9966
H -3.7675 4.2703 -0.0109
H -4.9117 3.4826 1.0433
H -3.5122 4.3844 1.7200
H -1.2020 3.1495 1.8329
H -1.4031 3.5685 0.1026
H 3.1476 1.0971 1.4275
H 3.3697 1.7278 -0.1861
H -3.2794 1.8516 0.0748
H -3.1672 1.8379 1.8097



(3)
Molecular formula: C4H13NO2
Method: DFT, ωB97M-V with the def2-TZVPD basis set

Values from the calculation:
- Relative energy (zero: lowest compared OMol25 entry of this formula, charge and spin): 136.47 kJ/mol
- E_LUMO: 0.539 eV
- DFT total energy: -9942.7822 eV
- SMILES string: C/C=C(/C)N.O.O
- Strongest force on any atom: 3.10 eV/Å

Cartesian coordinates (Å):
C 0.7451 1.7284 0.7319
N -1.0001 -0.6257 0.9566
C -0.0328 -0.5056 -0.0830
C 0.5901 0.6531 -0.3227
C 0.1272 -1.6714 -1.0168
H 1.5066 1.3993 1.4540
H -0.1538 1.9624 1.2935
H 1.1922 2.6224 0.2906
H -1.0578 -1.6029 1.1643
H -1.7544 0.0112 0.7741
H 0.8627 0.9650 -1.3260
H 0.6927 -2.5362 -0.6596
H -0.8778 -2.0649 -1.2263
H 0.6320 -1.3857 -1.9413
H 3.7445 0.0714 0.6620
H 3.1987 0.4620 -0.7048
O 3.8126 -0.1448 -0.2657
H -3.8147 0.9327 0.2678
H -4.5474 -0.2489 -0.3425
O -3.8657 -0.0218 0.2939



(4)
Molecular formula: C20H20N2O5S
Method: DFT, ωB97M-V with the def2-TZVPD basis set

Values from the calculation:
- Relative energy (zero: lowest compared OMol25 entry of this formula, charge and spin): 77.16 kJ/mol
- E_LUMO: -0.089 eV
- DFT total energy: -45118.1836 eV
- SMILES string: Cc1cc2oc(C(=O)NCCc3ccc(S(N)(=O)=O)cc3)cc(=O)c2cc1C
- Strongest force on any atom: 1.01 eV/Å

Cartesian coordinates (Å):
C -1.0689 2.6583 3.1796
C -1.0017 1.2480 2.6821
C -1.1943 0.9783 1.3400
C -1.1200 -0.3249 0.8562
C -0.8770 -1.3834 1.7308
C -0.6900 -1.1001 3.0829
C -0.7369 0.1898 3.5710
C -0.5168 0.4585 5.0283
H -1.4059 0.9034 5.4743
H 0.3091 1.1537 5.1765
H -0.2919 -0.4645 5.5545
H -0.4953 -1.9362 3.7375
C -0.7995 -2.7666 1.2286
O -0.7108 -3.7402 1.9503
C -0.8624 -2.8346 -0.2297
C -1.1031 -1.7463 -0.9831
O -1.2907 -0.5023 -0.4849
C -1.1039 -1.8122 -2.4810
O -0.6903 -2.7841 -3.0770
N -1.5984 -0.7096 -3.0955
H -1.8566 0.0716 -2.5107
C -1.2521 -0.4193 -4.4675
H -0.8742 -1.3554 -4.8831
H -2.1460 -0.1207 -5.0207
C -0.1746 0.6906 -4.5503
C 0.7007 0.6114 -3.3307
C 0.5732 1.5550 -2.3172
C 1.2171 1.3827 -1.1029
C 1.9815 0.2531 -0.9081
C 2.1635 -0.6734 -1.9169
C 1.5316 -0.4883 -3.1333
H 1.6478 -1.2213 -3.9166
H 2.7752 -1.5402 -1.7258
S 2.6578 -0.1548 0.6859
O 1.9391 -1.2989 1.1679
O 4.0877 -0.2067 0.6156
N 2.2342 1.1715 1.6389
H 1.5478 0.9046 2.3283
H 3.0547 1.5697 2.0668
H 1.1123 2.0945 -0.3007
H -0.0539 2.4221 -2.4707
H -0.6543 1.6694 -4.5944
H 0.4073 0.5520 -5.4615
H -0.7171 -3.7856 -0.7165
H -1.3991 1.7770 0.6434
H -0.1177 2.9566 3.6192
H -1.8320 2.7547 3.9507
H -1.3051 3.3431 2.3700